Entry a
This record from OMol25 describes an isolated ion of composition C5H6N and charge +1. The level of theory is the ωB97M-V functional and the def2-TZVPD basis.

The geometry in XYZ format:
```
12
C5H6N, DFT the ωB97M-V functional and the def2-TZVPD basis
N 0.24 -0.93 0.42
C -0.78 0.92 -0.19
C 2.53 0.20 -0.60
C 0.43 0.49 0.81
C -0.79 -0.61 -0.54
C 1.48 -0.10 0.05
H 0.29 -1.83 0.89
H -0.43 1.72 -0.85
H -0.25 -0.93 -1.50
H -1.68 -1.14 -0.41
H -1.80 1.29 0.18
H 0.76 0.93 1.73
```

The expectation value of S² is 2.044. As for the spin multiplicity: 3. Its total charge is +1. The HOMO-LUMO gap (spin up / spin down) comes out at 0.3831 / 0.2929 hartree. The HOMO energy (spin up / spin down) comes out at -0.526 / -0.578 hartree.



Entry b
This record from OMol25 describes an isolated ion of composition C5H6N and charge +1. The level of theory is the ωB97M-V functional and the def2-TZVPD basis.

The geometry in XYZ format:
```
12
C5H6N, DFT the ωB97M-V functional and the def2-TZVPD basis
N 0.42 0.67 0.05
C -1.84 0.28 0.02
C -1.41 -1.01 0.04
C -0.28 -1.58 -0.13
C -0.76 1.17 -0.22
C 0.82 -0.64 0.00
H 1.10 1.42 0.24
H -0.82 2.21 -0.22
H -0.03 -2.60 -0.17
H -2.65 0.69 0.53
H 1.41 -0.82 0.89
H 1.39 -0.79 -0.95
```

The expectation value of S² is 2.013. As for the spin multiplicity: 3. Its total charge is +1. The HOMO-LUMO gap (spin up / spin down) comes out at 0.2926 / 0.3357 hartree. The HOMO energy (spin up / spin down) comes out at -0.475 / -0.588 hartree.



Quick look at relative energies in eV: entry a 4.487; entry b 0.000.